63
Properties=species:S:1:pos:R:3:forces:R:3 method="wB97M-V/def2-TZVPD" mol_weight_g_mol=376.54 e_lumo_ev=0.68 e_homo_ev=-8.22 total_charge=0 multiplicity=1 smiles="COCCNC(=O)CCC1CCN([C@@H](C)CCc2ccc(OC)cc2)CC1" e_tot_ev=-32521.2929 homo_lumo_gap_ev=8.9
C -0.698 3.750 -4.763 -0.041 0.084 0.063
H -1.686 3.399 -4.470 -0.016 0.103 0.021
O 0.027 2.620 -5.169 0.145 -0.279 -0.107
C 1.343 2.923 -5.581 0.223 -0.135 -0.156
C 2.017 1.620 -6.011 -0.124 0.432 0.059
N 2.092 0.691 -4.912 -0.475 0.103 -0.179
C 3.251 0.404 -4.274 -0.199 -0.536 0.214
O 4.332 0.787 -4.670 0.406 0.173 -0.013
C 3.063 -0.439 -3.026 0.100 0.296 0.036
C 2.707 0.472 -1.846 0.142 -0.337 0.172
C 2.517 -0.294 -0.534 -0.277 0.402 -0.120
C 2.485 0.666 0.656 0.226 -0.331 0.110
C 2.261 -0.104 1.956 -0.056 0.324 -0.095
N 0.995 -0.805 1.887 0.013 -0.105 -0.117
C 1.035 -1.795 0.832 -0.170 0.027 -0.239
C 1.222 -1.106 -0.518 0.306 -0.288 0.152
H 0.377 -0.436 -0.693 -0.083 0.048 -0.048
H 1.229 -1.864 -1.303 -0.039 -0.020 -0.077
H 0.092 -2.347 0.834 0.040 -0.035 0.042
H 1.857 -2.522 0.976 -0.065 -0.024 0.011
C 0.460 -1.290 3.150 0.013 -0.051 0.455
C -0.041 -0.125 4.015 -0.033 -0.024 -0.374
H 0.804 0.460 4.382 0.064 -0.015 0.102
H -0.555 -0.543 4.882 0.039 0.002 0.086
C -0.998 0.800 3.252 0.087 -0.082 0.270
C -2.257 0.084 2.858 0.016 0.169 0.052
C -3.274 -0.124 3.777 0.154 0.022 -0.144
C -4.429 -0.809 3.437 -0.329 -0.191 -0.021
C -4.584 -1.307 2.149 0.099 0.013 -0.085
C -3.565 -1.103 1.218 -0.240 -0.120 0.024
C -2.423 -0.417 1.572 -0.131 -0.040 0.057
H -1.639 -0.268 0.845 0.131 0.032 -0.109
H -3.698 -1.494 0.221 -0.016 -0.043 -0.127
O -5.675 -1.994 1.698 0.311 0.103 -0.155
C -6.739 -2.218 2.587 -0.163 -0.030 0.149
H -6.426 -2.818 3.449 -0.012 0.038 -0.024
H -7.174 -1.277 2.941 0.025 -0.041 0.001
H -7.488 -2.768 2.020 0.021 0.037 0.085
H -5.197 -0.945 4.183 -0.091 -0.027 0.031
H -3.171 0.258 4.783 0.015 0.054 0.109
H -0.488 1.163 2.360 -0.023 0.109 0.012
H -1.243 1.652 3.890 0.010 0.052 -0.059
C 1.424 -2.169 3.961 -0.235 0.129 -0.300
H 2.269 -1.588 4.322 0.118 0.035 0.065
H 1.798 -2.989 3.352 0.094 -0.124 -0.010
H 0.905 -2.591 4.818 -0.019 -0.060 0.117
H -0.415 -1.896 2.886 0.076 0.048 0.014
H 2.238 0.597 2.792 0.060 -0.034 0.054
H 3.109 -0.796 2.108 -0.030 0.041 0.074
H 3.422 1.222 0.719 0.034 0.059 -0.034
H 1.670 1.380 0.522 -0.043 0.093 -0.001
H 3.363 -0.979 -0.403 0.033 -0.029 0.018
H 3.515 1.197 -1.720 -0.016 0.074 -0.025
H 1.794 1.030 -2.072 -0.036 0.091 0.031
H 4.000 -0.955 -2.816 -0.032 -0.011 -0.079
H 2.278 -1.177 -3.192 -0.009 -0.064 -0.006
H 1.211 0.451 -4.486 0.128 -0.083 0.081
H 1.443 1.172 -6.827 0.092 0.077 -0.012
H 3.040 1.818 -6.339 -0.139 -0.020 -0.038
H 1.903 3.380 -4.752 -0.027 -0.034 -0.077
H 1.327 3.633 -6.422 -0.004 -0.040 0.058
H -0.218 4.246 -3.910 -0.036 -0.006 -0.018
H -0.796 4.475 -5.580 -0.015 -0.013 0.028


67
Properties=species:S:1:pos:R:3:forces:R:3 method="wB97M-V/def2-TZVPD" mol_weight_g_mol=443.61 e_lumo_ev=0.57 e_homo_ev=-8.30 total_charge=0 multiplicity=1 e_tot_ev=-47896.8808 homo_lumo_gap_ev=8.9
O -3.532 -2.739 -0.296 4.263 1.892 0.163
C -2.422 -2.091 -0.221 -8.752 2.841 0.228
N -2.419 -0.656 -0.072 -12.018 -8.939 -2.927
H -1.649 -0.285 0.034 9.131 5.629 1.200
C -3.764 -0.123 -0.215 -0.797 4.944 6.106
C -4.008 0.682 1.338 -3.987 2.060 -7.104
H -3.567 1.624 1.417 1.237 2.011 -0.949
H -3.428 0.194 1.899 3.468 -4.677 5.117
C -5.451 0.929 1.695 0.998 1.111 4.805
H -5.927 -0.031 1.503 -1.170 0.479 -0.152
C -6.203 2.362 1.359 3.702 -5.478 -5.236
H -6.953 2.542 2.025 -1.569 1.029 1.894
C -6.938 1.859 -0.063 -6.191 12.548 12.698
H -7.299 3.129 -0.168 0.301 -3.236 -0.945
H -7.850 1.407 0.121 -1.831 -1.088 0.877
C -6.307 1.417 -1.037 9.064 -6.174 -13.150
H -6.137 0.206 -0.999 -0.276 2.739 -0.128
H -6.897 1.580 -1.959 0.261 -0.524 0.103
C -4.728 2.132 -1.453 -6.180 0.367 5.018
H -4.675 2.871 -0.557 0.079 -0.270 -2.435
H -4.816 2.470 -2.473 0.494 0.346 0.111
C -3.839 1.076 -1.128 5.531 -3.770 -5.135
H -3.744 0.460 -2.118 0.097 1.091 0.654
H -2.820 1.548 -1.094 -0.387 -0.534 0.218
H -5.434 3.156 1.016 -1.541 -1.146 1.414
H -5.271 0.948 2.872 -1.070 -0.152 -1.832
H -4.586 -0.860 -0.184 1.159 0.161 -0.640
C -1.144 -2.550 -0.216 -3.037 -11.612 8.291
C -0.403 -2.195 -1.220 8.160 -0.364 -8.602
C 1.165 -2.653 -1.133 -5.004 -1.270 -0.681
N 1.695 -2.240 0.059 -2.009 -6.111 2.582
S 1.999 -0.767 0.274 2.628 1.693 8.595
O 1.004 0.188 0.025 -1.984 1.720 -1.616
O 2.449 -0.782 1.738 -0.879 0.617 -3.537
N 3.230 -0.634 -0.704 0.365 5.202 -1.029
C 3.539 0.985 -1.137 -0.879 -9.764 -0.454
C 4.310 1.616 -0.331 2.996 6.211 13.362
H 3.715 1.725 1.033 1.028 0.056 -3.669
H 4.472 2.648 -0.541 0.171 0.913 -0.467
C 5.493 1.034 0.258 5.594 -6.685 -2.745
C 5.398 -0.591 0.834 -2.051 3.591 -3.600
C 4.334 -1.203 -0.108 6.190 -6.434 -5.165
H 4.066 -2.283 0.085 0.360 1.252 0.737
H 5.003 -1.566 -1.236 -1.279 1.157 3.021
H 4.669 -0.370 1.543 0.192 -0.315 3.502
H 6.414 -1.105 0.830 -1.860 0.869 0.502
O 6.520 0.715 -0.951 -0.711 0.164 0.212
C 7.709 1.482 -0.751 -6.979 5.072 1.641
H 8.462 1.233 -1.356 3.471 -2.083 -1.144
C 7.534 1.787 0.785 13.224 -2.158 -2.912
H 8.116 2.704 1.051 -1.166 -0.346 0.017
O 6.336 1.711 1.073 -7.906 1.497 3.253
H 8.410 0.932 1.052 -2.633 1.121 1.242
H 7.494 2.538 -1.137 0.018 -0.761 -0.396
H 2.637 1.159 -1.244 -8.202 3.117 -1.658
H 4.103 0.812 -1.901 2.532 -1.197 -5.883
C 0.896 -3.041 1.103 1.782 2.836 4.427
C -0.601 -2.469 1.234 3.733 1.177 1.239
H -0.465 -1.312 1.434 -0.187 -2.316 0.262
H -0.946 -2.998 2.249 -0.432 1.068 -2.927
H 1.021 -4.133 0.925 -0.268 0.966 -0.245
H 1.470 -2.743 2.200 -1.645 -1.160 -3.192
H 1.264 -3.684 -1.445 0.262 -0.492 0.748
H 1.610 -2.115 -1.816 2.253 2.623 -4.307
H -0.312 -1.181 -1.280 0.136 2.916 -0.563
H -0.690 -2.571 -2.251 -0.324 0.456 1.250
H -1.308 -3.890 -0.271 0.328 3.514 -0.063


9
Properties=species:S:1:pos:R:3:forces:R:3 method="wB97M-V/def2-TZVPD" mol_weight_g_mol=137.05 e_lumo_ev="-0.82 / -0.82" e_homo_ev="-8.15 / -8.15" total_charge=0 multiplicity=1 e_tot_ev=-80070.2478 homo_lumo_gap_ev="7.3 / 7.3"
C -1.056 -0.478 -1.446 -2.922 -0.472 -3.084
C -0.438 -0.826 -0.393 2.858 1.017 3.984
Si 0.997 0.962 1.383 -3.875 0.293 -1.639
Br -0.028 -2.598 0.037 -0.212 -0.484 0.297
H -1.734 -1.160 -2.043 1.231 0.295 0.549
H -1.111 0.509 -1.825 -0.045 1.130 0.175
H 0.441 2.340 1.078 0.238 -0.714 0.358
H 1.033 0.642 2.773 0.134 -0.433 0.705
H 1.896 0.610 0.437 2.590 -0.632 -1.345


14
Properties=species:S:1:pos:R:3:forces:R:3 method="wB97M-V/def2-TZVPD" mol_weight_g_mol=88.11 e_lumo_ev=1.04 e_homo_ev=-9.95 total_charge=0 multiplicity=1 smiles=OC[C@@H]1CCO1 e_tot_ev=-8371.1423 homo_lumo_gap_ev=11.0
O -0.017 -1.283 -0.442 -1.375 0.463 1.013
C 0.315 0.102 -0.717 0.225 0.250 -0.222
C -1.029 0.612 -0.201 -0.011 0.628 -0.029
C -1.348 -0.813 0.133 0.629 -1.344 -0.767
O 1.360 -0.017 1.418 -0.824 -2.113 -0.213
C 1.522 0.467 0.122 0.405 0.625 -0.561
H 1.021 -0.942 1.165 0.558 1.373 1.138
H 0.500 0.278 -1.780 0.034 -0.101 0.039
H -1.691 1.053 -0.940 0.076 0.068 -0.109
H -0.962 1.268 0.662 0.078 0.070 0.048
H -2.099 -1.291 -0.486 -0.320 0.060 0.075
H -1.540 -1.033 1.189 0.509 -0.209 -0.180
H 1.629 1.550 0.166 0.071 0.133 -0.082
H 2.432 0.039 -0.323 -0.055 0.097 -0.151